1.
Here is C4H9CoMgO4 as an isolated structure from OMol25. Energies are from wB97M-V/def2-TZVPD.

Structure (ORCA input):
```
! RIJCOSX wB97M-V def2-TZVPD def2/J DEFGRID3
* xyz 0 5
H -1.9156 2.2229 1.0615
O -0.8079 0.6121 1.6823
H 0.9613 1.7150 1.5796
H 2.3644 -0.0626 0.9538
O -2.0481 0.6683 -0.2719
Co -0.1794 0.4659 -0.9917
O 0.9740 -1.0152 -0.2659
O -1.0039 1.1432 -2.6696
H 1.1054 -1.0305 1.7997
H 1.3081 -2.6351 -1.4478
C 1.6408 -2.2371 -0.4827
Mg -2.8773 1.0726 -2.0055
H 2.7313 -2.0831 -0.5016
C 1.2920 -0.3155 0.9776
H -0.6201 1.6295 -3.4181
H -2.8114 0.7697 1.6358
C -1.9522 1.1129 1.0326
H 1.3932 -2.9548 0.3143
C 0.4454 0.9220 1.0178
*
```

HOMO level (spin up / spin down) = -5.8072 / -8.2413 eV
HOMO-LUMO gap (spin up / spin down) = 6.18 / 8.01 eV
Lowest unoccupied orbital energy (spin up / spin down) = 0.38 / -0.23 eV
Max |F| = 1.2 eV/Å

2.
Here is C4H9CrO3 as an isolated structure from OMol25. Energies are from wB97M-V/def2-TZVPD.

Structure (ORCA input):
```
! RIJCOSX wB97M-V def2-TZVPD def2/J DEFGRID3
* xyz 1 5
H 0.3754 -2.2900 -0.2388
O -0.6374 -0.5637 -0.5726
H -1.0151 2.1252 -0.4267
H -2.6428 1.8912 0.4352
O 2.3318 -0.6406 -0.4183
Cr 1.0441 0.0960 -1.6699
C -1.7799 0.1634 -0.3676
O 1.6209 1.4659 -0.1667
H -1.4044 -2.4970 -0.5439
H 0.9550 1.9350 0.4097
H 3.2182 0.6692 0.8821
C -0.6286 -1.8952 -0.0518
H -0.8030 -1.8769 1.0315
C 2.2350 0.3218 0.5105
H 1.5446 0.1057 1.4058
H -2.6734 -0.4541 -0.2391
C -1.7405 1.4440 0.0206
*
```

HOMO level (spin up / spin down) = -13.4552 / -13.9310 eV
HOMO-LUMO gap (spin up / spin down) = 8.50 / 9.00 eV
Lowest unoccupied orbital energy (spin up / spin down) = -4.96 / -4.93 eV
Max |F| = 2.5 eV/Å

3.
Here is an isolated ion of composition C4H9F2NO5PS and charge -1 from OMol25. Energies are from wB97M-V/def2-TZVPD.

Structure (ORCA input):
```
! RIJCOSX wB97M-V def2-TZVPD def2/J DEFGRID3
* xyz -1 1
H 1.7005 1.8387 -3.1511
H 3.1142 0.7989 -2.6938
N -2.2547 -1.3789 3.2249
O 0.2484 -1.9356 -1.1728
H -2.9390 -2.0929 3.5171
O 0.0247 0.6627 -1.2679
O -3.2957 -0.4338 1.2032
O -2.4355 -2.7009 1.0572
F 0.3446 -1.3713 1.7034
H 1.6144 2.8726 -0.7702
C 1.3431 0.7307 -1.2221
P -0.6744 -0.7761 -0.9047
O -2.1052 -0.7272 -1.3186
F -0.5830 0.5818 1.6125
S -2.2494 -1.3610 1.5134
H 1.7834 -0.2188 -0.8260
H 1.1109 1.8057 0.5401
H 1.6681 0.0316 -3.0671
C -0.6504 -0.6248 1.0888
C 1.7749 1.8828 -0.2749
H -2.3366 -0.4206 3.6171
C 2.0247 0.9044 -2.5529
H 2.7718 1.9320 0.1443
*
```

HOMO level = -6.0497 eV
Energy above the lowest of the compared OMol25 structures with the same formula, charge and spin = 125.8 kJ/mol
HOMO-LUMO gap = 8.97 eV
Lowest unoccupied orbital energy = 2.92 eV
SMILES = CC(C)O[P@@](=O)([O-])C(F)(F)S(N)(=O)=O
Max |F| = 6.5 eV/Å

4.
Here is a 2-piece molecular cluster, C4H9F2NS overall from OMol25. Energies are from wB97M-V/def2-TZVPD.

Structure (ORCA input):
```
! RIJCOSX wB97M-V def2-TZVPD def2/J DEFGRID3
* xyz 0 3
H 2.4820 -1.2755 0.9312
H 0.8470 -1.5375 1.5786
F 0.5323 1.8102 1.2523
C 1.4546 -0.8070 1.2048
H -2.3583 1.7306 0.4039
H 0.5397 -0.1507 -1.9229
C 0.3688 1.1443 0.0607
F 0.6512 1.8589 -1.0656
H 0.0120 -1.6557 -1.1241
H 1.8384 -1.2247 -1.4700
C 0.7516 -0.7725 -1.1867
N 0.7936 -0.1448 0.0779
H 1.6264 0.0509 1.8244
H -2.0341 -0.5223 1.3307
H -2.6434 1.1608 -1.5137
C -2.2260 0.9856 -0.4946
S -2.6360 -0.6508 0.1133
*
```

HOMO level (spin up / spin down) = -6.1641 / -9.6105 eV
HOMO-LUMO gap (spin up / spin down) = 6.89 / 9.29 eV
Lowest unoccupied orbital energy (spin up / spin down) = 0.73 / -0.32 eV
Max |F| = 7.0 eV/Å

5.
Here is C4H9FN2 as an isolated structure from OMol25. Energies are from wB97M-V/def2-TZVPD.

Structure (ORCA input):
```
! RIJCOSX wB97M-V def2-TZVPD def2/J DEFGRID3
* xyz 0 1
C 0.9373 0.5158 -1.5818
F -0.3687 0.4920 -2.5024
H 2.6776 -0.6301 0.1266
H 1.9744 -0.3117 -1.9938
C -0.4838 -0.7815 1.6915
C -1.5469 0.4193 -0.1579
N 1.8866 -0.5615 0.5423
H 1.3667 1.7662 -1.4787
N -0.2983 0.1011 0.6603
H 0.5104 -0.5410 2.2516
H -0.4602 -1.8960 1.3645
H -1.2259 -0.3492 2.1842
C 0.7816 -0.0310 -0.1089
H -2.1334 -0.5132 -0.4966
H -2.2520 1.3232 0.5076
H -1.3654 0.9974 -1.0088
*
```

HOMO level = -8.8479 eV
Energy above the lowest of the compared OMol25 structures with the same formula, charge and spin = 575.9 kJ/mol
HOMO-LUMO gap = 9.51 eV
Lowest unoccupied orbital energy = 0.66 eV
Max |F| = 10.7 eV/Å

6.
Here is C4H9FN2 as an isolated structure from OMol25. Energies are from wB97M-V/def2-TZVPD.

Structure (ORCA input):
```
! RIJCOSX wB97M-V def2-TZVPD def2/J DEFGRID3
* xyz 0 1
H -2.4401 -1.9398 1.4533
C 1.1248 0.6540 -1.5545
H 1.2701 2.0147 0.0998
H 0.6474 -2.1216 -0.7146
N -0.1627 -1.9135 0.0653
H 2.2172 0.3127 0.3158
N 0.1545 0.4664 0.7462
C -1.8349 -0.6776 1.4154
H 1.9615 1.1219 -2.2182
C -0.5281 -0.7635 0.6072
H 0.1995 1.2198 -1.8088
C 1.3763 0.8114 -0.1434
H -0.7974 0.9224 0.3028
H -1.5264 -0.3829 2.6083
H 0.9369 -0.2213 -2.0242
F -2.5986 0.4970 0.8497
*
```

HOMO level = -9.4568 eV
Energy above the lowest of the compared OMol25 structures with the same formula, charge and spin = 448.6 kJ/mol
HOMO-LUMO gap = 10.35 eV
Lowest unoccupied orbital energy = 0.89 eV
Max |F| = 5.4 eV/Å